Below is a structure of composition C18H30O18, with properties calculated with wB97M-V/def2-TZVPD.

```
66
Properties=species:S:1:pos:R:3
C -0.24 0.58 0.11
C 0.41 0.21 -1.18
O 1.61 -0.45 -0.70
C 1.96 0.03 0.51
O 3.10 0.00 1.02
O 0.91 0.80 0.92
H -0.76 -0.32 0.43
H -0.95 1.40 -0.02
H 0.76 1.08 -1.75
H -0.09 -0.47 -1.87
C 1.17 2.59 -0.16
C 0.90 4.07 0.28
O -0.01 4.51 -0.61
C -0.38 3.59 -1.53
O -1.11 3.75 -2.44
O 0.18 2.39 -1.19
H 0.99 1.87 0.63
H 2.13 2.35 -0.63
H 1.91 4.48 0.27
H 0.55 4.14 1.31
C -3.01 1.02 2.14
C -2.17 -0.19 2.32
O -0.91 0.44 2.43
C -0.90 1.66 1.90
O 0.06 2.43 1.63
O -2.16 1.87 1.53
H -3.50 1.31 3.08
H -3.77 0.68 1.44
H -2.22 -0.97 1.56
H -2.52 -0.67 3.23
C 1.54 -3.73 -3.20
O 1.89 -2.96 -2.01
C 3.05 -2.45 -1.70
O 4.05 -2.43 -2.43
O 3.08 -2.05 -0.48
C 4.15 -1.20 0.09
H 2.24 -4.15 -3.92
H 0.92 -3.07 -3.81
H 0.93 -4.57 -2.86
H 4.29 -1.14 1.17
H 3.85 -0.19 -0.16
H 5.13 -1.42 -0.33
C -2.20 -2.75 1.66
O -1.11 -1.79 1.60
C -0.04 -2.07 2.25
O 0.23 -3.16 2.77
O 0.80 -0.97 2.37
C 2.03 -1.23 2.96
H -2.77 -2.77 2.59
H -1.82 -3.77 1.64
H -2.81 -2.67 0.76
H 2.47 -2.07 2.43
H 2.08 -1.34 4.05
H 2.65 -0.38 2.70
C -2.34 -0.80 -3.63
O -2.20 0.58 -3.15
C -2.24 0.80 -1.84
O -2.15 -0.05 -0.89
O -2.17 2.11 -1.64
C -2.10 2.66 -0.30
H -2.29 -0.82 -4.72
H -3.31 -1.21 -3.35
H -1.62 -1.55 -3.30
H -2.62 1.98 0.38
H -2.52 3.66 -0.23
H -1.03 2.77 -0.10
```

Calculated values
Energy above the lowest of the compared OMol25 structures with the same formula, charge and spin (kcal/mol): 572.2
E (eV): -55980.1443
Gap between HOMO and LUMO (eV): 8.16
HOMO energy (eV): -8.1

Results of the Mulliken charge analysis, in e, for atoms 1 through 4:
1. C -1.472
2. C 0.237
3. O -0.079
4. C 0.784


Below is a cluster of 8 separate species, C18H31Cl3N4O9 in total, with properties calculated with wB97M-V/def2-TZVPD.

```
65
Properties=species:S:1:pos:R:3
C -28.20 23.87 18.75
O -29.06 23.36 19.74
C -28.68 22.50 20.62
O -27.68 21.73 20.49
O -29.63 22.46 21.61
C -29.43 21.42 22.59
H -27.69 23.04 18.27
H -27.40 24.46 19.20
H -28.71 24.48 18.00
H -29.91 21.84 23.47
H -28.38 21.25 22.85
H -29.75 20.42 22.30
C -21.41 14.59 8.18
O -21.26 15.97 7.82
C -20.15 16.70 8.20
O -19.26 16.17 8.90
O -20.14 17.88 7.67
C -19.15 18.80 8.10
H -21.71 13.93 7.38
H -22.11 14.52 9.02
H -20.44 14.26 8.56
H -18.14 18.42 7.97
H -19.15 19.07 9.16
H -19.03 19.76 7.60
C -23.20 21.72 12.11
O -23.26 22.78 11.14
C -23.60 24.01 11.54
O -23.79 24.36 12.74
O -23.70 24.76 10.39
C -24.52 25.93 10.44
H -24.05 21.82 12.78
H -22.30 21.72 12.72
H -23.22 20.71 11.70
H -24.25 26.61 11.25
H -25.55 25.63 10.59
H -24.40 26.48 9.51
Cl -15.47 19.74 14.03
C -13.90 20.34 13.53
Cl -14.15 21.36 12.06
Cl -12.89 18.98 13.22
H -13.50 20.98 14.31
C -24.85 24.79 3.84
C -23.74 23.92 3.52
N -22.83 23.25 3.25
H -24.46 25.81 3.89
H -25.19 24.52 4.84
H -25.70 24.73 3.15
C -18.39 29.23 11.23
C -17.68 30.08 10.25
N -17.16 30.77 9.50
H -19.47 29.27 11.10
H -17.98 29.65 12.14
H -18.04 28.20 11.28
C -19.21 29.89 2.33
C -20.17 30.29 3.45
N -20.92 30.61 4.28
H -19.25 30.63 1.52
H -19.52 28.97 1.84
H -18.25 29.84 2.84
C -27.58 14.29 14.38
C -27.28 13.48 15.56
N -27.08 12.88 16.49
H -26.65 14.45 13.83
H -28.10 15.17 14.76
H -28.25 13.71 13.74
```

Calculated values
Energy above the lowest of the compared OMol25 structures with the same formula, charge and spin (kcal/mol): 13.1
E (eV): -81119.8655
SMILES: COC(=O)OC.COC(=O)OC.COC(=O)OC.ClC(Cl)Cl.CC#N.CC#N.CC#N.CC#N
Gap between HOMO and LUMO (eV): 10.93
HOMO energy (eV): -10.7

Results of the Mulliken charge analysis, in e, for atoms 1 through 4:
1. C -0.643
2. O -0.293
3. C 0.803
4. O -0.603


Below is a structure of composition C18H31ClNO5ReSi2, with properties calculated with wB97M-V/def2-TZVPD.

```
59
Properties=species:S:1:pos:R:3
Re -1.12 -0.36 -0.15
C 1.49 -1.36 -2.83
Si 1.81 -0.04 -1.55
C 1.13 1.62 -2.11
C 3.66 0.07 -1.34
C 0.92 -0.57 0.10
C 0.81 -2.07 0.20
C 1.71 -3.10 0.39
C 1.22 -4.40 0.40
C -0.14 -4.64 0.23
C -0.99 -3.57 0.05
N -0.50 -2.33 0.03
Si 1.72 0.26 1.64
C 3.33 -0.58 2.05
C 0.64 0.08 3.15
C 2.00 2.09 1.31
H 1.95 -1.05 -3.77
H 0.43 -1.52 -3.02
H 1.94 -2.31 -2.54
H 1.72 1.96 -2.96
H 1.21 2.39 -1.34
H 0.10 1.54 -2.45
H 4.09 0.35 -2.31
H 4.10 -0.90 -1.07
H 4.00 0.81 -0.61
H 2.77 -2.89 0.52
H 1.90 -5.23 0.54
H -0.53 -5.65 0.24
H -2.06 -3.69 -0.08
H 3.15 -1.57 2.48
H 3.83 0.01 2.82
H 4.03 -0.69 1.22
H 0.22 -0.92 3.25
H -0.18 0.79 3.21
H 1.27 0.25 4.03
H 2.73 2.29 0.54
H 2.36 2.54 2.24
H 1.08 2.62 1.05
C -3.86 2.43 0.55
C -2.48 2.08 1.08
C -1.85 3.24 1.83
O -1.61 1.73 -0.05
C -2.56 0.86 1.99
O -3.11 0.89 3.05
O -1.97 -0.29 1.53
H -3.80 3.31 -0.08
H -4.52 2.64 1.39
H -4.28 1.60 -0.02
H -1.78 4.11 1.18
H -0.86 2.98 2.21
H -2.48 3.49 2.69
H -0.88 2.35 -0.14
Cl -2.58 0.92 -4.51
C -3.45 -0.26 -3.51
C -2.84 -0.34 -2.15
O -3.48 -0.32 -1.10
O -1.53 -0.47 -2.06
H -3.39 -1.23 -4.00
H -4.49 0.05 -3.42
```

Calculated values
Multiplicity: 2
Energy above the lowest of the compared OMol25 structures with the same formula, charge and spin (kcal/mol): 0.0
E (eV): -61302.0309
Net charge: +1
Gap between HOMO and LUMO (spin up / spin down) (eV): 7.85 / 7.59
HOMO energy (spin up / spin down) (eV): -11.9 / -11.8

Results of the Mulliken charge analysis, in e, for atoms 1 through 4:
1. Re 0.965
2. C -1.039
3. Si 0.354
4. C -0.978


Below is a structure of composition C18H31GeN4O2PS2SbSe4Tl, with properties calculated with wB97M-V/def2-TZVPD.

```
65
Properties=species:S:1:pos:R:3
Tl -2.34 -3.00 1.68
S 2.33 -1.07 0.59
C 2.78 -2.30 -0.67
C 3.86 -2.33 -1.54
C 3.84 -3.40 -2.48
C 4.75 -3.25 -3.52
N 5.35 -3.23 -4.53
C 2.95 -4.48 -2.35
C 1.90 -4.48 -1.46
C 1.82 -3.42 -0.51
S 0.88 -3.42 0.84
C 3.09 -5.64 -3.23
N 3.27 -6.64 -3.80
H 4.63 -1.56 -1.66
H 1.12 -5.22 -1.54
C 5.50 2.69 -3.29
C 4.47 3.22 -2.29
C 2.97 2.66 -2.37
C 2.81 1.26 -1.87
Ge 2.71 0.99 0.07
C 1.04 1.81 0.80
C 0.99 1.91 2.34
C -0.37 2.39 2.88
C -0.25 3.53 3.94
H 6.45 3.28 -3.42
H 5.18 2.53 -4.35
H 5.81 1.68 -3.00
H 4.47 4.31 -2.34
H 4.94 2.98 -1.27
H 2.56 2.70 -3.39
H 2.36 3.38 -1.84
H 3.62 0.64 -2.29
H 1.90 0.79 -2.25
H 4.04 1.59 0.78
H 0.26 1.15 0.32
H 1.09 2.79 0.32
H 1.92 2.51 2.63
H 1.23 0.90 2.68
H -0.93 1.53 3.37
H -1.02 2.74 2.08
H -0.27 3.14 4.97
H -1.20 4.03 3.96
H 0.64 4.28 3.90
N -5.25 -0.72 -0.38
C -4.50 0.56 -0.16
P -3.80 0.29 1.51
O -4.81 -0.64 2.21
O -2.33 -0.14 1.33
C -3.99 1.88 2.46
N -5.30 1.85 3.20
H -5.61 -1.09 0.56
H -4.78 -1.53 -0.86
H -6.08 -0.49 -0.93
H -5.25 1.33 -0.30
H -3.63 0.63 -0.82
H -3.85 2.77 1.87
H -3.15 1.87 3.18
H -5.63 0.88 3.28
H -6.07 2.33 2.68
H -5.29 2.17 4.15
Se -3.53 -5.81 2.08
Sb -4.85 -5.16 0.00
Se -3.40 -3.54 -1.17
Se -5.00 -7.24 -1.29
Se -7.06 -4.19 0.52
```

Calculated values
E (eV): -389313.6707
Gap between HOMO and LUMO (spin up / spin down) (eV): 3.97 / 5.04
HOMO energy (spin up / spin down) (eV): -6.8 / -6.8

Results of the Mulliken charge analysis, in e, for atoms 1 through 4:
1. Tl 0.472
2. S -0.298
3. C 0.149
4. C -0.756


Question: Look up the E of the fourth one.
Answer: -389313.6707 eV